The following is a quantum chemistry calculation of a 2-piece molecular cluster, C8H7BrN4O2 overall at a distorted geometry, from the Open Molecules 2025 dataset.

Properties
HOMO-LUMO gap = 8.072 eV
calculated total energy = -3252.27377 Ha
energy above the lowest of the compared OMol25 structures with the same formula, charge and spin = 3.284 eV
E_HOMO = -8.952 eV
SMILES = O=[N+]([O-])/C(=N\C=C\Br)n1cccn1.C#C

Each line ends with the Mulliken charge.
Geometry (Å):
O 2.41029 -1.21578 -1.50390  -0.571
N 1.47270 -1.34151 -0.76452  0.938
O 1.29005 -2.28824 -0.07260  -0.449
C 0.57543 -0.11314 -0.58618  0.485
N 0.83466 1.11999 -0.42830  -0.316
C 2.13497 1.63243 -0.27792  -0.268
C 2.29010 2.97601 -0.50106  -0.317
Br 3.93123 3.64170 -0.40138  -0.103
N -0.74330 -0.54308 -0.58876  0.819
C -1.85326 0.26921 -0.59220  -0.117
C -2.96502 -0.60913 -0.45905  -0.863
C -2.38033 -1.92593 -0.46152  -0.169
N -1.08684 -1.81517 -0.55442  -1.268
H 2.95730 1.02911 0.09854  0.357
H 1.47902 3.65213 -0.62642  0.399
H -1.58183 1.30186 -0.64963  0.484
H -4.00508 -0.63168 -0.66219  0.380
H -2.72260 -2.89020 -0.42272  0.552
C -0.37558 -0.02072 2.60071  -0.545
C -0.61849 -1.16164 2.29829  -0.356
H -0.17141 0.96618 2.71914  0.456
H -0.87202 -2.03240 1.83610  0.470